# 1
DFT (ωB97M-V/def2-TZVPD) results for a 2-piece molecular cluster, C5H10BrFN3 overall at a distorted geometry.

As for the orbital gap: 9.0 eV. The calculation puts the HOMO energy at -13.1 eV. Its LUMO energy is -0.1488 Eh. As for the charge: +1.

Bonds (Å) are listed after each position.
Atoms and positions in Å:
1 F -2.03575 1.32558 -1.28332  C14 1.310
2 H -3.02279 -1.14062 1.60108  C3 1.097
3 C -2.50774 -0.72906 0.72406  H2 1.097, N17 1.340, N18 1.256
4 Br -4.86779 0.29695 -0.39470  N17 1.820
5 H 2.41021 -0.69385 -1.62667  C7 1.025
6 H 3.76025 0.91325 1.75329  C11 1.058
7 C 2.23427 -0.04818 -0.85054  H5 1.025, C12 1.317, H20 1.143
8 H -0.69895 -1.60162 0.90464  N18 1.008
9 H -0.13351 0.00300 -1.02401  N16 1.066
10 H 2.13334 0.99137 2.39522  C11 1.189
11 C 2.76883 0.98231 1.39072  H6 1.058, H10 1.189, C12 1.546, H19 1.103
12 C 2.63180 -0.19456 0.39690  C7 1.317, C11 1.546, H13 1.025
13 H 2.95627 -1.04803 0.86192  C12 1.025
14 C -2.14781 0.02428 -1.38159  F1 1.310, H15 1.170, N16 1.425, N17 1.478
15 H -2.59265 -0.14983 -2.44962  C14 1.170
16 N -0.97769 -0.63856 -0.91144  H9 1.066, C14 1.425, N18 1.423
17 N -3.16654 -0.35089 -0.37931  C3 1.340, Br4 1.820, C14 1.478
18 N -1.30294 -0.94232 0.44018  C3 1.256, H8 1.008, N16 1.423
19 H 2.65725 1.98985 0.95483  C11 1.103
20 H 1.90194 1.01092 -1.12161  C7 1.143

Atom charges from the natural (NBO) analysis, given in e for atoms 1 to 6: atom 1 (F): -0.3225, atom 2 (H): 0.2720, atom 3 (C): 0.3313, atom 4 (Br): 0.3806, atom 5 (H): 0.2158, atom 6 (H): 0.2335

# 2
DFT (ωB97M-V/def2-TZVPD) results for a 6-piece molecular cluster, C33H60N6 overall at a distorted geometry.

As for the orbital gap: 8.7 eV. The calculation puts the HOMO energy at -8.2 eV. Its LUMO energy is 0.0210 Eh. The SMILES is CCN(CC)CC.CCN(CC)CC.CCN(CC)CC.c1ccncc1.c1ccncc1.c1ccncc1.

Bonds (Å) are listed after each position.
Atoms and positions in Å:
1 H 0.98137 -1.68647 5.81241  C58 1.080
2 C 6.47144 3.58653 -0.02449  C9 1.480, H13 1.090, H20 1.090, H74 1.090
3 H -3.40375 4.19146 0.85622  C38 1.090
4 H -2.13822 4.39819 -2.20705  C24 1.090
5 C 0.03714 -0.22166 -1.02939  H8 1.080, C22 1.393, N70 1.365
6 C 0.84860 -3.38532 -3.13936  C52 1.514, H54 1.090, N62 1.485, H97 1.090
7 N -3.89265 0.86456 3.75149  C39 1.365, C89 1.351
8 H 0.99784 -0.30719 -1.51535  C5 1.080
9 C 5.95615 2.82515 1.13548  C2 1.480, H66 1.090, H71 1.090, N77 1.465
10 H -3.26722 -0.32336 -1.58782  C86 1.080
11 H -2.32730 -3.51195 -2.38421  C31 1.090
12 H -4.21947 2.82461 1.36821  C38 1.090
13 H 6.70819 2.87066 -0.81162  C2 1.090
14 H 2.35806 0.95956 1.72526  C57 1.090
15 C -1.07300 -4.78324 -3.74489  H18 1.090, C31 1.592, H34 1.090, N62 1.481
16 H 2.15031 -1.89656 -2.27910  C52 1.090
17 C -1.77678 1.47932 4.81385  C42 1.398, H49 1.080, C89 1.396
18 H -0.76071 -4.85308 -4.78686  C15 1.090
19 H 1.93665 -5.54188 -2.17793  C79 1.090
20 H 7.41518 4.10243 0.15245  C2 1.090
21 C 4.20890 1.74353 -0.29508  H63 1.090, N77 1.488, C88 1.557, H93 1.090
22 C -1.16165 -0.31366 -1.73338  C5 1.393, H73 1.080, C86 1.421
23 C 0.50299 -6.98405 -2.20738  H33 1.090, H78 1.090, C79 1.472, H81 1.090
24 C -3.14350 4.77820 -2.02510  H4 1.090, N26 1.502, C44 1.532, H56 1.090
25 N 3.30008 -2.79948 2.84747  C29 1.344, C67 1.392
26 N -4.15658 3.67100 -1.96521  C24 1.502, C36 1.486, C59 1.465
27 H -1.91089 -2.70402 -3.85912  C31 1.090
28 H -4.77661 3.52405 -3.98268  C36 1.090
29 C 3.34791 -3.39235 4.05257  N25 1.344, C72 1.393, H85 1.080
30 H -3.07181 6.70616 -3.07535  C44 1.090
31 C -2.18021 -3.67833 -3.45135  H11 1.090, C15 1.592, H27 1.090, H90 1.090
32 C -2.58581 -0.79764 4.89874  C39 1.411, C42 1.376, H68 1.080
33 H 1.27657 -7.75070 -2.16348  C23 1.090
34 H -1.56727 -5.71302 -3.46326  C15 1.090
35 H 5.92656 0.33701 -0.22925  C88 1.090
36 C -4.37193 2.87837 -3.20330  N26 1.486, H28 1.090, C41 1.551, H98 1.090
37 H 4.28845 -0.39365 0.10603  C88 1.090
38 C -4.16850 3.49577 0.51085  H3 1.090, H12 1.090, C59 1.518, H80 1.090
39 C -3.69250 -0.44070 4.09908  N7 1.365, C32 1.411, H75 1.080
40 H 4.78750 0.08735 -1.51851  C88 1.090
41 C -5.39634 1.71557 -3.26197  C36 1.551, H50 1.090, H64 1.090, H65 1.090
42 C -1.65183 0.15400 5.24006  C17 1.398, C32 1.376, H99 1.080
43 H -2.94405 2.71270 3.56239  C89 1.080
44 C -3.46299 5.69746 -3.20801  C24 1.532, H30 1.090, H60 1.090, H69 1.090
45 H 2.60718 -3.54471 -1.98440  C52 1.090
46 H -3.24178 0.26273 0.89889  C53 1.080
47 H -2.81943 2.51176 -0.86778  C59 1.090
48 H 4.41780 2.63347 3.03538  C76 1.090
49 H -1.05788 2.23378 5.09734  C17 1.080
50 H -5.11351 0.96721 -2.52166  C41 1.090
51 H -1.02006 0.45800 2.06784  C92 1.080
52 C 1.74620 -2.87785 -2.03035  C6 1.514, H16 1.090, H45 1.090, H96 1.090
53 C -2.31837 0.03338 0.38789  H46 1.080, C86 1.406, C92 1.394
54 H 1.38673 -3.56105 -4.07083  C6 1.090
55 H 2.24809 1.73567 3.25867  C57 1.090
56 H -3.16818 5.28666 -1.06127  C24 1.090
57 C 2.60787 1.88681 2.24092  H14 1.090, H55 1.090, C76 1.535, H87 1.090
58 C 1.60174 -2.04409 5.00392  H1 1.080, C72 1.362, C91 1.388
59 C -3.86466 2.81592 -0.81227  N26 1.465, C38 1.518, H47 1.090, H84 1.090
60 H -2.92183 5.36766 -4.09485  C44 1.090
61 H 4.52160 0.95976 2.48588  C76 1.090
62 N 0.08798 -4.62509 -2.83989  C6 1.485, C15 1.481, C79 1.482
63 H 3.13214 1.59864 -0.38288  C21 1.090
64 H -6.38832 2.10544 -3.03373  C41 1.090
65 H -5.46143 1.13434 -4.18177  C41 1.090
66 H 6.52108 1.91448 1.33454  C9 1.090
67 C 2.37369 -1.77081 2.70511  N25 1.392, C91 1.433, H94 1.080
68 H -2.47655 -1.84526 5.13739  C32 1.080
69 H -4.53918 5.78038 -3.35981  C44 1.090
70 N 0.09718 -0.08633 0.32707  C5 1.365, C92 1.401
71 H 6.13184 3.41714 2.03369  C9 1.090
72 C 2.55941 -3.00363 5.13358  C29 1.393, C58 1.362, H95 1.080
73 H -1.21551 -0.53397 -2.78929  C22 1.080
74 H 5.82001 4.41903 -0.29035  C2 1.090
75 H -4.40300 -1.20538 3.82186  C39 1.080
76 C 4.14151 1.94952 2.23289  H48 1.090, C57 1.535, H61 1.090, N77 1.459
77 N 4.54085 2.50028 0.94256  C9 1.465, C21 1.488, C76 1.459
78 H 0.28262 -6.79256 -1.15721  C23 1.090
79 C 1.05452 -5.74724 -2.78437  H19 1.090, C23 1.472, N62 1.482, H82 1.090
80 H -5.12336 4.01070 0.40506  C38 1.090
81 H -0.38775 -7.33488 -2.72853  C23 1.090
82 H 1.39454 -6.02045 -3.78330  C79 1.090
83 H 0.76228 -0.61328 3.72643  C91 1.080
84 H -4.44776 1.89781 -0.88419  C59 1.090
85 H 3.93390 -4.29955 4.04871  C29 1.080
86 C -2.37123 -0.23076 -0.99197  H10 1.080, C22 1.421, C53 1.406
87 H 2.18864 2.79436 1.80652  C57 1.090
88 C 4.86145 0.34015 -0.46081  C21 1.557, H35 1.090, H37 1.090, H40 1.090
89 C -2.90252 1.74056 4.03103  N7 1.351, C17 1.396, H43 1.080
90 H -3.15354 -4.04214 -3.78055  C31 1.090
91 C 1.49926 -1.40103 3.77852  C58 1.388, C67 1.433, H83 1.080
92 C -1.08761 0.17131 1.02878  H51 1.080, C53 1.394, N70 1.401
93 H 4.37542 2.36374 -1.17583  C21 1.090
94 H 2.47028 -1.18761 1.80126  C67 1.080
95 H 2.65327 -3.52385 6.07537  C72 1.080
96 H 1.13233 -2.76979 -1.13616  C52 1.090
97 H 0.16285 -2.60006 -3.45749  C6 1.090
98 H -3.44365 2.44012 -3.56983  C36 1.090
99 H -0.78528 -0.19515 5.78188  C42 1.080

Atom charges from the Löwdin analysis, given in e for atoms 1 to 6: atom 1 (H): 0.0919, atom 2 (C): -0.1075, atom 3 (H): 0.0634, atom 4 (H): 0.1084, atom 5 (C): -0.1537, atom 6 (C): -0.2667

# 3
DFT (ωB97M-V/def2-TZVPD) results for an isolated ion of composition C4H12N5 and charge +1 at a distorted geometry.

As for the orbital gap (alpha / beta): 7.2 / 8.6 eV. The calculation puts the HOMO energy (alpha / beta) at -13.0 / -13.0 eV. Its LUMO energy (alpha / beta) is -0.2128 / -0.1611 Eh. As for the charge: +1.

Bonds (Å) are listed after each position.
Atoms and positions in Å:
1 N 2.37252 -0.40454 0.70891  H14 1.014, C15 1.449, H18 1.013
2 N -0.09378 -1.85702 0.58786  H6 1.026, N16 1.383, H19 1.015
3 H -3.15309 -0.63294 0.47740  C21 1.090
4 H -1.23060 -1.55934 -1.04253  N16 1.024
5 H 0.93423 0.30808 -2.11532  N13 1.014
6 H 0.62082 -1.35808 1.12892  N2 1.026
7 H -1.13259 2.04951 0.70888  C8 1.080
8 C -0.52798 1.23722 0.33380  H7 1.080, N9 1.370, C12 1.342
9 N -1.26197 0.12317 0.02159  C8 1.370, N16 1.347, C21 1.446
10 H -3.02396 0.11054 -1.13125  C21 1.093
11 H 2.58571 1.11482 -0.77294  C15 1.122
12 C 0.80022 1.41902 0.26377  C8 1.342, C15 1.517, H20 1.076
13 N 1.32897 -0.29453 -1.40136  H5 1.014, C15 1.396
14 H 3.04522 -1.05498 0.31806  N1 1.014
15 C 1.80783 0.44600 -0.31968  N1 1.449, H11 1.122, C12 1.517, N13 1.396
16 N -0.68331 -1.03349 -0.35460  N2 1.383, H4 1.024, N9 1.347
17 H -3.06233 1.12416 0.31594  C21 1.087
18 H 2.82061 0.14062 1.43590  N1 1.013
19 H 0.34743 -2.65024 0.13389  N2 1.015
20 H 1.18115 2.38168 0.55871  C12 1.076
21 C -2.70232 0.18235 -0.08936  H3 1.090, N9 1.446, H10 1.093, H17 1.087

Atom charges from the natural (NBO) analysis, given in e for atoms 1 to 6: atom 1 (N): -0.8582, atom 2 (N): -0.5459, atom 3 (H): 0.2303, atom 4 (H): 0.4178, atom 5 (H): 0.3400, atom 6 (H): 0.4261

Molecular weight: 211.06; 540.89; 130.18 (g mol⁻¹)
ΔE to the lowest compared entry with this formula, charge and spin: 0.0; 9.3; 399.6 (kJ/mol)